1.
{
  "formula": "C17H30F3N3O",
  "method": "the ωB97M-V functional and the def2-TZVPD basis",
  "largest_force_ev_per_a": 12.42,
  "e_homo_ha": -0.3467,
  "lumo_ev": -0.1,
  "charge": 0,
  "multiplicity": 1,
  "gap_ev": 9.34,
  "smiles": "N#C[C@H](COC(F)(F)F)[C@@H](C#N)CCCCCN.CCCCCC",
  "symbols": ["N", "C", "C", "C", "O", "C", "F", "F", "F", "C", "C", "N", "C", "C", "C", "C", "C", "N", "H", "H", "H", "H", "H", "H", "H", "H", "H", "H", "H", "H", "H", "H", "H", "H", "C", "C", "C", "C", "C", "C", "H", "H", "H", "H", "H", "H", "H", "H", "H", "H", "H", "H", "H", "H"],
  "coordinates": [[-3.091, -1.563, -0.879], [-3.313, -1.554, 0.420], [-3.115, -1.118, 2.022], [-4.061, 0.223, 2.253], [-4.670, 0.304, 3.590], [-5.872, 1.177, 3.493], [-7.046, 0.376, 3.005], [-5.663, 2.336, 2.549], [-6.235, 1.812, 4.806], [-1.535, -0.890, 2.436], [-1.116, -2.097, 3.514], [-0.658, -3.016, 4.306], [-0.490, -1.052, 1.148], [1.088, -0.748, 1.567], [1.461, 0.826, 1.260], [1.427, 1.807, 2.575], [2.743, 1.709, 3.548], [3.528, 0.429, 3.367], [-3.491, -2.047, 2.657], [-4.880, 0.190, 1.389], [-3.385, 1.168, 2.088], [-1.340, 0.126, 3.002], [-0.783, -0.393, 0.226], [-0.561, -2.206, 0.849], [1.755, -1.458, 0.877], [1.307, -0.955, 2.715], [2.481, 0.901, 0.647], [0.627, 1.244, 0.516], [1.400, 2.922, 2.153], [0.466, 1.556, 3.194], [2.334, 1.697, 4.666], [3.486, 2.617, 3.430], [3.738, -0.024, 4.284], [4.387, 0.622, 2.804], [0.367, 1.230, -5.649], [1.652, 0.438, -5.459], [1.416, -0.983, -4.943], [0.764, -1.080, -3.558], [1.513, -0.373, -2.427], [2.901, -0.943, -2.176], [-0.164, 1.372, -4.704], [0.593, 2.221, -6.054], [-0.303, 0.722, -6.350], [2.324, 0.984, -4.787], [2.168, 0.376, -6.424], [2.375, -1.515, -4.931], [0.783, -1.521, -5.660], [0.656, -2.142, -3.302], [-0.256, -0.679, -3.607], [0.926, -0.471, -1.507], [1.589, 0.701, -2.630], [2.846, -2.009, -1.929], [3.374, -0.426, -1.335], [3.552, -0.823, -3.047]],
  "forces_ev_per_a": [[-2.4, -0.1, 12.2], [3.2, 1.4, -8.7], [-0.9, -0.9, 0.0], [0.6, 0.0, -2.4], [-3.3, 2.7, -1.3], [-0.5, 0.6, 0.2], [4.0, 3.0, 1.7], [-0.9, -4.0, 3.1], [1.4, -2.7, -4.8], [1.0, -1.1, 0.1], [3.4, -5.5, 4.8], [-4.3, 8.3, -7.2], [0.7, -1.2, 0.7], [-0.1, 0.4, -0.3], [-0.4, 0.2, -0.6], [0.7, 0.4, -0.9], [-0.2, -0.1, 1.1], [0.1, 0.8, 0.3], [0.5, 2.1, -1.4], [1.7, 0.1, 2.1], [-1.3, -1.8, 0.3], [-0.7, -2.1, -1.1], [0.3, -1.2, 2.0], [0.0, 2.6, 0.5], [-1.4, 1.6, 1.7], [-0.5, 0.2, -2.6], [-2.1, -0.1, 1.6], [1.8, -0.8, 1.5], [-0.3, -2.4, 1.1], [1.7, 0.7, -1.2], [1.0, 0.3, -2.4], [-1.8, -1.5, 0.1], [0.1, 0.8, -1.4], [-1.0, -0.5, 1.1], [0.0, 0.2, 0.0], [0.0, -0.1, -0.1], [0.1, -0.1, 0.1], [-0.2, 0.1, -0.1], [-0.1, -0.1, 0.0], [0.1, 0.1, 0.1], [0.0, 0.0, -0.1], [-0.1, -0.1, 0.0], [0.0, 0.0, 0.1], [0.0, -0.1, 0.0], [0.0, 0.0, 0.1], [-0.1, 0.0, 0.0], [0.1, 0.1, 0.1], [0.0, 0.1, 0.0], [0.1, -0.1, 0.0], [0.0, 0.1, -0.1], [0.0, -0.1, 0.0], [0.0, 0.1, -0.1], [0.0, -0.1, -0.1], [0.0, 0.0, 0.1]],
  "nbo_charge": [-0.301, 0.248, -0.299, -0.090, -0.504, 1.174, -0.332, -0.342, -0.314, -0.279, 0.246, -0.322, -0.424, -0.431, -0.419, -0.421, -0.229, -0.879, 0.291, 0.236, 0.213, 0.266, 0.241, 0.237, 0.233, 0.244, 0.220, 0.201, 0.217, 0.193, 0.194, 0.188, 0.376, 0.368, -0.610, -0.398, -0.397, -0.399, -0.398, -0.611, 0.200, 0.209, 0.202, 0.192, 0.201, 0.199, 0.202, 0.202, 0.204, 0.198, 0.194, 0.203, 0.205, 0.204]
}

***

2.
{
  "formula": "C17H30FeN2O2S",
  "method": "the ωB97M-V functional and the def2-TZVPD basis",
  "largest_force_ev_per_a": 1.33,
  "e_homo_ha": [-0.4264, -0.4280],
  "lumo_ev": [-3.0, -4.8],
  "charge": 1,
  "multiplicity": 2,
  "gap_ev": [8.64, 6.83],
  "e_above_lowest_kj_mol": 0.0,
  "symbols": ["Fe", "N", "C", "C", "C", "O", "O", "H", "H", "H", "H", "H", "H", "C", "C", "C", "C", "C", "C", "C", "C", "N", "C", "C", "C", "C", "H", "H", "H", "H", "H", "H", "H", "H", "H", "H", "H", "H", "H", "H", "H", "H", "H", "H", "C", "S", "C", "H", "H", "H", "H", "H", "H"],
  "coordinates": [[0.367, -0.909, 0.751], [0.383, -1.028, 2.763], [-0.495, -2.071, 3.373], [-0.259, -3.416, 2.713], [-0.787, -3.430, 1.292], [-1.692, -4.126, 0.941], [-0.168, -2.591, 0.443], [1.342, -1.224, 3.053], [0.166, -0.129, 3.187], [-1.532, -1.760, 3.248], [-0.283, -2.111, 4.442], [-0.771, -4.191, 3.279], [0.810, -3.650, 2.717], [-2.293, 2.482, -3.915], [-1.490, 1.482, -3.130], [-0.938, 0.373, -3.755], [-0.206, -0.560, -3.029], [0.381, -1.782, -3.678], [-0.036, -0.336, -1.676], [-0.592, 0.758, -0.989], [-1.318, 1.672, -1.762], [-0.373, 0.729, 0.405], [-0.691, 1.812, 1.400], [-1.755, 1.286, 2.358], [-1.220, 3.150, 0.871], [0.625, 2.156, 2.107], [-2.315, 2.229, -4.973], [-1.875, 3.484, -3.816], [-3.322, 2.519, -3.557], [-1.080, 0.230, -4.819], [0.198, -1.786, -4.750], [-0.054, -2.689, -3.257], [1.462, -1.830, -3.532], [0.564, -1.110, -1.175], [-1.794, 2.525, -1.330], [-2.686, 1.105, 1.822], [-1.950, 2.016, 3.145], [-1.479, 0.350, 2.839], [-2.226, 3.075, 0.466], [-0.558, 3.606, 0.138], [-1.277, 3.828, 1.723], [1.145, 1.295, 2.536], [0.450, 2.865, 2.916], [1.317, 2.622, 1.404], [3.228, -2.161, -0.205], [2.671, -0.696, 0.686], [3.053, 0.626, -0.474], [2.909, -2.106, -1.244], [2.769, -3.030, 0.261], [4.312, -2.232, -0.139], [4.124, 0.818, -0.447], [2.508, 1.508, -0.152], [2.731, 0.352, -1.475]],
  "forces_ev_per_a": [[0.1, 0.2, 0.2], [0.0, -0.1, 0.1], [0.2, 0.2, 0.0], [0.0, -0.1, 0.2], [0.5, 0.3, -0.5], [-0.4, -0.3, 0.0], [-0.2, -1.2, 0.5], [-0.1, 0.0, -0.1], [0.1, -0.2, 0.0], [0.0, 0.0, 0.0], [-0.1, -0.1, 0.0], [0.0, 0.0, 0.0], [0.0, 0.0, 0.0], [0.0, 0.0, 0.0], [-0.1, 0.2, 0.1], [0.0, 0.0, 0.1], [0.1, -0.1, 0.1], [0.0, 0.0, 0.0], [0.2, -0.3, 0.1], [0.0, 0.2, 0.4], [-0.1, -0.1, -0.1], [-0.2, 1.1, -0.2], [0.1, 0.2, -0.4], [-0.1, -0.2, 0.1], [0.0, 0.0, -0.1], [0.3, -0.2, 0.2], [0.0, 0.0, 0.0], [0.0, 0.0, 0.0], [0.0, 0.0, 0.0], [0.0, 0.0, 0.0], [0.0, 0.0, 0.0], [0.0, 0.0, 0.0], [0.0, 0.0, 0.0], [0.1, 0.1, -0.1], [-0.1, 0.2, 0.1], [0.0, 0.0, 0.0], [0.0, 0.0, -0.1], [-0.2, 0.1, -0.1], [0.0, 0.0, 0.0], [0.0, 0.0, -0.1], [0.0, 0.0, 0.0], [-0.1, 0.1, -0.1], [-0.1, 0.0, 0.0], [0.0, 0.0, 0.0], [0.1, 0.0, -0.1], [-0.1, 0.0, 0.1], [0.1, -0.1, 0.0], [0.0, 0.0, 0.0], [0.0, 0.0, 0.0], [0.0, 0.0, 0.0], [0.0, 0.0, -0.1], [0.0, 0.0, 0.0], [0.0, 0.0, 0.0]],
  "lowdin_spin": [0.251, -0.002, -0.004, -0.001, 0.001, 0.018, 0.042, 0.000, 0.001, 0.000, -0.001, 0.000, 0.000, -0.005, -0.005, 0.091, -0.004, -0.005, 0.074, 0.011, 0.078, 0.391, 0.029, 0.015, 0.002, 0.013, 0.000, -0.001, -0.002, 0.005, 0.000, -0.002, -0.001, 0.004, 0.004, 0.000, 0.002, 0.000, 0.000, 0.000, 0.000, 0.000, 0.002, 0.000, 0.011, -0.004, -0.007, 0.000, 0.000, 0.002, -0.002, 0.000, 0.001]
}

***

3.
{
  "formula": "C17H31Br3Cl2INO2",
  "method": "the ωB97M-V functional and the def2-TZVPD basis",
  "largest_force_ev_per_a": 5.55,
  "e_homo_ha": -0.3364,
  "lumo_ev": 0.3,
  "charge": 0,
  "multiplicity": 1,
  "gap_ev": 9.47,
  "smiles": "CCCCNC(=O)O[C@@](C[C@H](C)I)(C[C@@H](C)Br)[C@@H](Cl)[C@H](C)Cl.BrCCBr",
  "symbols": ["C", "C", "C", "C", "N", "C", "O", "O", "C", "C", "C", "C", "I", "C", "C", "C", "Br", "C", "Cl", "C", "C", "Cl", "H", "H", "H", "H", "H", "H", "H", "H", "H", "H", "H", "H", "H", "H", "H", "H", "H", "H", "H", "H", "H", "H", "H", "H", "H", "H", "H", "Br", "C", "C", "Br", "H", "H", "H", "H"],
  "coordinates": [[-1.799, -3.898, 3.448], [-1.917, -3.975, 1.849], [-0.733, -4.780, 1.141], [0.747, -4.193, 1.492], [0.719, -2.741, 1.822], [1.939, -2.034, 1.423], [3.008, -2.707, 1.480], [2.075, -0.692, 1.066], [1.056, -0.165, 0.182], [0.510, -1.120, -0.959], [1.446, -1.466, -2.200], [0.789, -2.783, -2.915], [3.516, -1.926, -1.822], [-0.221, 0.169, 1.147], [-1.306, 1.153, 0.500], [-2.772, 0.533, 0.851], [-1.327, 2.964, 1.392], [1.619, 1.273, -0.288], [3.477, 1.341, -0.146], [1.158, 1.794, -1.726], [2.416, 1.870, -2.754], [0.658, 3.580, -1.506], [-1.676, -2.803, 3.788], [-2.754, -4.333, 3.917], [-0.865, -4.447, 3.841], [-2.888, -4.549, 1.606], [-2.070, -2.926, 1.431], [-0.839, -4.622, 0.004], [-0.741, -5.880, 1.428], [1.106, -4.737, 2.444], [1.394, -4.459, 0.591], [0.617, -2.585, 2.838], [-0.417, -0.595, -1.408], [0.090, -2.121, -0.570], [1.380, -0.649, -3.009], [-0.299, -2.887, -2.566], [1.432, -3.685, -2.641], [0.825, -2.648, -4.057], [-0.781, -0.765, 1.471], [0.209, 0.630, 2.112], [-1.287, 1.223, -0.632], [-2.919, -0.423, 0.254], [-3.532, 1.356, 0.581], [-2.860, 0.389, 1.977], [1.276, 2.054, 0.485], [0.250, 1.293, -2.179], [2.959, 0.879, -2.861], [3.083, 2.761, -2.534], [1.936, 2.083, -3.783], [-0.287, 8.832, -2.442], [-1.037, 8.297, -0.725], [-0.828, 6.826, -0.470], [-2.079, 5.744, -1.501], [-2.087, 8.588, -0.732], [-0.505, 8.895, 0.016], [-1.036, 6.583, 0.573], [0.174, 6.482, -0.725]],
  "forces_ev_per_a": [[0.2, 0.3, 0.0], [-0.6, -0.9, 0.2], [0.5, 1.7, -0.3], [-0.8, -1.6, 0.9], [0.6, 1.6, -1.0], [4.5, -3.1, 0.9], [-3.5, 2.8, -0.4], [-1.7, -2.4, -0.3], [-2.1, 1.0, 0.9], [0.2, -0.1, -0.6], [-2.1, -0.5, -1.4], [0.6, 0.6, -0.1], [-0.4, 0.2, -0.2], [0.4, 0.8, 0.0], [-1.6, -1.7, 0.9], [0.5, 1.6, -0.2], [0.3, -1.0, -0.7], [-0.2, 0.4, 0.5], [-1.4, 0.1, 0.1], [1.9, 0.7, -0.3], [-1.7, 0.0, -1.3], [0.1, -1.2, -0.3], [-0.3, -1.7, -0.4], [1.6, 0.7, -0.5], [-1.6, 0.6, -0.6], [1.4, 0.9, 0.3], [0.5, -1.4, 0.4], [-0.1, -0.6, 1.7], [-0.1, 1.4, -0.5], [-0.2, 0.5, -1.7], [-0.5, 0.7, 1.6], [-0.2, -0.1, -0.8], [1.4, -0.8, 0.7], [0.9, 1.7, 0.0], [0.5, -1.0, 1.6], [1.6, 0.0, -0.6], [-1.3, 1.1, -0.4], [-0.1, -0.3, 1.8], [1.0, 0.9, -0.7], [-0.6, -0.6, -1.6], [0.4, 0.5, 1.5], [0.0, 1.2, 0.9], [0.9, -1.6, 0.2], [0.2, -0.1, -1.5], [0.6, -1.4, -1.2], [1.3, 0.5, 0.7], [-0.5, 1.4, 0.5], [-0.8, -1.5, 0.0], [0.7, -0.3, 1.5], [-0.1, 0.0, 0.0], [0.2, 0.2, 0.0], [-0.2, -0.2, 0.1], [0.0, 0.1, 0.0], [0.1, -0.1, 0.0], [0.0, -0.1, 0.0], [0.0, 0.1, -0.1], [-0.1, 0.1, 0.0]],
  "nbo_charge": [-0.642, -0.415, -0.407, -0.225, -0.732, 0.900, -0.569, -0.517, 0.269, -0.502, -0.353, -0.638, 0.145, -0.478, -0.228, -0.637, -0.021, -0.228, -0.044, -0.183, -0.646, -0.094, 0.208, 0.225, 0.206, 0.210, 0.207, 0.201, 0.218, 0.192, 0.234, 0.404, 0.228, 0.254, 0.222, 0.207, 0.230, 0.225, 0.246, 0.246, 0.217, 0.214, 0.230, 0.221, 0.269, 0.228, 0.234, 0.250, 0.215, -0.015, -0.447, -0.449, -0.010, 0.232, 0.228, 0.230, 0.235]
}

***

Number 1: calculated total energy -32776.866 eV. Number 2: calculated total energy -70407.316 eV. Number 3: calculated total energy -266986.652 eV.